{
  "formula": "C5H10N2",
  "method": "ωB97M-V with the def2-TZVPD basis set",
  "elements": ["C", "C", "C", "C", "C", "N", "N", "H", "H", "H", "H", "H", "H", "H", "H", "H", "H"],
  "positions_angstrom": [[-1.61707, 0.26010, -0.19947], [-0.27450, 0.24624, -0.90381], [0.85483, -0.25262, -0.03022], [1.60173, -1.31449, -0.29056], [1.83469, 1.55859, 1.29975], [1.05141, 0.59654, 1.09339], [-2.01648, -1.10776, 0.15842], [-2.30663, 0.79450, -0.86558], [-1.56986, 0.77806, 0.75504], [-0.35362, -0.43203, -1.76238], [0.02444, 1.23127, -1.26839], [1.56937, -1.66971, -1.31462], [1.97598, -1.98371, 0.47167], [2.82990, 1.41948, 1.76400], [1.51209, 2.61077, 1.20737], [-2.16732, -1.67792, -0.67094], [-2.94896, -1.05732, 0.55633]],
  "mulliken_charge": [-0.522, -0.685, 0.365, -0.733, -0.308, -0.369, -0.570, 0.303, 0.384, 0.361, 0.280, 0.292, 0.285, 0.248, 0.227, 0.212, 0.228],
  "relative_energy_ev": 3.635,
  "gap_ev": 8.292,
  "e_homo_ev": -7.94,
  "smiles": "C=NC(=C)CCN",
  "total_charge": 0
}

=====

{
  "formula": "C5H10N2",
  "method": "ωB97M-V with the def2-TZVPD basis set",
  "elements": ["C", "C", "C", "C", "C", "N", "N", "H", "H", "H", "H", "H", "H", "H", "H", "H", "H"],
  "positions_angstrom": [[1.27164, 0.08309, 0.64135], [0.33178, 0.59996, -0.48879], [0.08680, -0.69895, 0.26952], [-0.59547, 2.02870, -0.44529], [-0.89826, -1.39425, 1.15801], [0.76814, -0.08648, -1.68408], [0.45718, -1.39984, -0.96795], [2.31890, -0.32928, 0.59413], [1.28294, 0.65476, 1.57483], [-0.31455, 2.85712, -1.04011], [-0.68685, 2.34961, 0.59472], [-1.68141, 1.75966, -0.78510], [-0.79728, -1.47566, 2.24685], [-1.06739, -2.30864, 0.67549], [-1.88874, -0.92708, 1.00881], [0.09530, 0.17894, -2.47333], [1.31727, -1.89166, -0.87904]],
  "mulliken_charge": [-0.944, 0.396, 0.980, -1.188, -1.461, -0.445, -0.419, 0.196, 0.266, 0.392, 0.289, 0.283, 0.323, 0.434, 0.295, 0.314, 0.290],
  "relative_energy_ev": 4.056,
  "gap_ev": 9.357,
  "e_homo_ev": -8.34,
  "smiles": "C[C@@]12C[C@]1(C)NN2",
  "total_charge": 0
}

=====

{
  "formula": "C5H10N2",
  "method": "ωB97M-V with the def2-TZVPD basis set",
  "elements": ["C", "C", "C", "C", "C", "N", "N", "H", "H", "H", "H", "H", "H", "H", "H", "H", "H"],
  "positions_angstrom": [[-0.50529, -0.27517, -0.29544], [0.61203, 0.27031, 0.19619], [-0.78922, -1.79966, -0.34510], [-1.62507, 0.48112, -0.78064], [0.78048, 1.77713, 0.50645], [2.64732, -0.42858, 1.25374], [1.69981, -0.61926, 0.46557], [-1.40805, -1.95275, -1.22088], [-1.37906, -2.03533, 0.55053], [0.15089, -2.38234, -0.49720], [-2.56016, -0.10094, -0.53299], [-1.62034, 0.61967, -1.89096], [-1.62179, 1.50875, -0.51275], [1.90999, 1.96444, 0.53148], [0.13476, 2.33289, -0.20765], [0.44756, 1.90100, 1.46340], [3.12613, -1.26128, 1.31626]],
  "mulliken_charge": [0.767, 0.312, -1.216, -1.506, -1.103, -0.819, 0.227, 0.379, 0.288, 0.365, 0.334, 0.272, 0.429, 0.364, 0.353, 0.299, 0.253],
  "relative_energy_ev": 2.616,
  "gap_ev": 8.989,
  "e_homo_ev": -8.44,
  "smiles": "[H]/N=N/C(C)=C(C)C",
  "total_charge": 0
}

=====

Copy entry 2 word for word.
{
  "formula": "C5H10N2",
  "method": "ωB97M-V with the def2-TZVPD basis set",
  "elements": ["C", "C", "C", "C", "C", "N", "N", "H", "H", "H", "H", "H", "H", "H", "H", "H", "H"],
  "positions_angstrom": [[1.27164, 0.08309, 0.64135], [0.33178, 0.59996, -0.48879], [0.08680, -0.69895, 0.26952], [-0.59547, 2.02870, -0.44529], [-0.89826, -1.39425, 1.15801], [0.76814, -0.08648, -1.68408], [0.45718, -1.39984, -0.96795], [2.31890, -0.32928, 0.59413], [1.28294, 0.65476, 1.57483], [-0.31455, 2.85712, -1.04011], [-0.68685, 2.34961, 0.59472], [-1.68141, 1.75966, -0.78510], [-0.79728, -1.47566, 2.24685], [-1.06739, -2.30864, 0.67549], [-1.88874, -0.92708, 1.00881], [0.09530, 0.17894, -2.47333], [1.31727, -1.89166, -0.87904]],
  "mulliken_charge": [-0.944, 0.396, 0.980, -1.188, -1.461, -0.445, -0.419, 0.196, 0.266, 0.392, 0.289, 0.283, 0.323, 0.434, 0.295, 0.314, 0.290],
  "relative_energy_ev": 4.056,
  "gap_ev": 9.357,
  "e_homo_ev": -8.34,
  "smiles": "C[C@@]12C[C@]1(C)NN2",
  "total_charge": 0
}